[1]
ORCA calculation (the ωB97M-V functional and the def2-TZVPD basis) on a structure of composition C36H32NO5P2PdS3.

Geometry as ORCA input:
```
! RIJCOSX wB97M-V def2-TZVPD def2/J DEFGRID3
* xyz -1 1
Pd -0.56374 -1.19005 -0.10896
S 3.41187 -1.32595 0.14686
P 2.41280 0.37863 0.01776
C 0.81725 0.31163 -0.64249
P -0.39211 1.49700 -0.62531
S -2.05270 0.36990 -0.88097
C -0.62057 2.49628 0.89504
C 0.25712 3.53662 1.20365
C 0.13742 4.23450 2.39456
C -0.86473 3.90279 3.29582
C -1.74107 2.87052 2.99949
C -1.61930 2.17009 1.80720
C -0.35414 2.75470 -1.95085
C -0.95130 4.00506 -1.82980
C -0.95147 4.88526 -2.90484
C -0.35980 4.51702 -4.10412
C 0.22563 3.26298 -4.23390
C 0.22503 2.38484 -3.16320
C 2.45966 1.12915 1.69465
C 1.53023 0.67431 2.62942
C 1.53459 1.16511 3.92359
C 2.47291 2.11690 4.30617
C 3.40527 2.56889 3.38590
C 3.39839 2.07740 2.08582
C 3.45947 1.56599 -0.93295
C 4.78165 1.23725 -1.22065
C 5.60530 2.12952 -1.89424
C 5.11968 3.36569 -2.29561
C 3.80198 3.70245 -2.02152
C 2.98576 2.80701 -1.34529
H 1.04908 3.80640 0.51756
H 0.83806 5.02729 2.62471
H -0.95488 4.44385 4.22984
H -2.52337 2.60353 3.69935
H -2.29730 1.35891 1.57470
H -1.41424 4.29505 -0.89487
H -1.41287 5.85978 -2.80322
H -0.35637 5.20601 -4.93991
H 0.68628 2.97301 -5.16994
H 0.69047 1.40804 -3.23616
H 0.79579 -0.06676 2.32979
H 0.79935 0.80947 4.63509
H 2.47336 2.50391 5.31813
H 4.14219 3.30856 3.67617
H 4.13253 2.43989 1.37698
H 5.14875 0.26658 -0.91199
H 6.63106 1.85458 -2.10865
H 5.76197 4.06015 -2.82362
H 3.40167 4.65791 -2.33899
H 1.96259 3.08530 -1.15873
O 0.58180 -2.93018 0.40209
S 1.55130 -3.64587 -0.52965
C 0.51634 -4.93756 -1.31201
C 0.40761 -4.64607 -2.80792
C 0.49195 -3.12907 -2.94274
C 1.66946 -2.71222 -2.07688
H -0.45008 -4.80502 -0.82766
H 0.92976 -5.91663 -1.07428
H -0.52791 -5.04341 -3.20298
H 1.23478 -5.11606 -3.34997
H -0.42774 -2.68239 -2.56028
H 0.63185 -2.80806 -3.97690
H 1.70034 -1.65882 -1.79793
H 2.63398 -2.99017 -2.51107
O -2.15194 -2.33501 0.64699
C -2.82688 -3.17876 -0.01621
O -2.76965 -3.42033 -1.22453
C -3.90383 -3.88186 0.80039
C -3.98411 -3.70531 2.17799
C -4.95889 -4.35869 2.91353
C -5.84770 -5.18176 2.24327
C -5.79418 -5.37568 0.87361
C -4.80912 -4.71818 0.15660
N -6.89036 -5.87789 3.01642
O -6.92173 -5.70374 4.22017
O -7.67196 -6.58833 2.41169
H -3.26994 -3.04955 2.65526
H -5.03987 -4.24123 3.98359
H -6.51065 -6.02687 0.39612
H -4.71789 -4.83822 -0.91413
*
```

## Properties
HOMO, eV: -4.7
Orbital gap, eV: 6.411
Max |F|, eV Å⁻¹: 0.722

---

[2]
ORCA calculation (the ωB97M-V functional and the def2-TZVPD basis) on a structure of composition C36H32NO5P2PdS3.

Geometry as ORCA input:
```
! RIJCOSX wB97M-V def2-TZVPD def2/J DEFGRID3
* xyz -1 1
Pd 0.50132 -1.26914 -0.54841
S 2.72570 -0.49587 -0.36269
P 1.74123 1.26208 -0.65512
C 0.22557 0.65375 -0.95686
P -1.43691 0.76649 -1.09794
S -1.97419 -1.15547 -1.09268
C -1.95501 1.73170 -2.55087
C -3.19268 2.35714 -2.64664
C -3.52824 3.07103 -3.78671
C -2.62690 3.16556 -4.83802
C -1.39107 2.54013 -4.74927
C -1.05697 1.82425 -3.61061
C -2.19725 1.69585 0.28323
C -2.80279 1.02538 1.34018
C -3.20996 1.72519 2.46923
C -3.01840 3.09635 2.54889
C -2.41750 3.77265 1.49336
C -2.00923 3.07444 0.37004
C 1.90939 2.33206 0.81272
C 0.95193 2.19073 1.81389
C 1.04461 2.92902 2.98352
C 2.09682 3.81689 3.15969
C 3.05577 3.96082 2.16583
C 2.96339 3.22096 0.99708
C 2.38809 2.30302 -2.00005
C 1.92344 3.60892 -2.14147
C 2.25541 4.35032 -3.26411
C 3.06180 3.79452 -4.24873
C 3.53213 2.49663 -4.10896
C 3.19306 1.75028 -2.98975
H -3.89908 2.29358 -1.82703
H -4.49328 3.55657 -3.85110
H -2.88735 3.72768 -5.72571
H -0.68228 2.61054 -5.56392
H -0.09205 1.33688 -3.52244
H -2.92708 -0.04944 1.27360
H -3.67508 1.19133 3.28828
H -3.33448 3.63901 3.43042
H -2.25844 4.84219 1.55034
H -1.52824 3.60729 -0.44412
H 0.13052 1.49927 1.65513
H 0.28873 2.81699 3.75055
H 2.16967 4.39804 4.07023
H 3.87754 4.65278 2.29924
H 3.71542 3.33974 0.22629
H 1.29531 4.04666 -1.37361
H 1.88232 5.36080 -3.37026
H 3.32006 4.37320 -5.12673
H 4.15950 2.06027 -4.87534
H 3.53476 0.72778 -2.87905
O -1.39944 -2.43924 2.46279
S -0.48741 -1.27060 2.33963
C -0.62963 -0.38686 3.96081
C 0.67509 -0.55700 4.73281
C 1.25897 -1.89197 4.27833
C 1.18145 -1.83772 2.76213
H -1.45594 -0.92068 4.43248
H -0.92333 0.65008 3.80010
H 0.51269 -0.50184 5.81095
H 1.37194 0.24188 4.46228
H 0.65578 -2.72277 4.65184
H 2.28398 -2.03524 4.62518
H 1.31038 -2.77429 2.21797
H 1.87433 -1.10345 2.34120
O 0.07220 -3.47525 -2.12472
C 0.39118 -3.98979 -1.04760
O 0.90771 -3.38232 -0.05516
C 0.03555 -5.45178 -0.84760
C -0.25721 -6.24931 -1.95037
C -0.61481 -7.57470 -1.78173
C -0.68809 -8.07409 -0.48917
C -0.41739 -7.30285 0.62785
C -0.04332 -5.98301 0.43451
N -1.07446 -9.47732 -0.30005
O -1.33104 -10.13878 -1.29191
O -1.18577 -9.89570 0.83948
H -0.21095 -5.79476 -2.92994
H -0.83820 -8.21586 -2.62094
H -0.50078 -7.73511 1.61311
H 0.17748 -5.33650 1.27224
*
```

## Properties
HOMO, eV: -4.5
Orbital gap, eV: 6.431
Max |F|, eV Å⁻¹: 0.596

---

Calculated relative energy (zero: lowest compared OMol25 entry of this formula, charge and spin), 0.8, 0.0 kJ/mol (same order as the records).